No. 1
Entry from the OMol25 dataset: a structure of composition C25H25O4PrS in a non-equilibrium geometry (ωB97M-V/def2-TZVPD).

Output
HOMO energy (alpha / beta) in Eh: -0.299 / -0.299
HOMO-LUMO gap (alpha / beta) in eV: 7.68 / 7.75
2S+1: 3
Net charge: 0
<S²>: 2.004

Structure (XYZ):
```
56
Properties=species:S:1:pos:R:3:forces:R:3:mulliken_spin:R:1
C -0.183891 1.881976 1.029751 3.237 1.849 -3.823 -0.002
C 1.236272 1.422058 1.032024 -1.688 3.802 -3.848 -0.009
C 1.765663 1.627848 -0.312166 -3.179 2.813 1.591 -0.003
H 1.736352 0.997898 1.822549 1.115 -0.696 1.303 -0.001
C 0.698231 2.202899 -1.146398 0.192 0.416 3.929 -0.003
C -0.505227 2.358930 -0.311894 4.149 -0.236 1.526 -0.004
H -1.424950 2.717343 -0.630711 -1.537 0.624 -0.526 0.000
H -0.822351 1.847944 1.830952 -1.204 0.202 1.274 0.003
H 2.709681 1.352053 -0.645311 1.609 -0.413 -0.558 -0.001
H 0.760411 2.375757 -2.167200 0.116 0.352 -1.773 -0.002
C -0.290431 -2.345962 0.129591 -4.716 1.522 0.381 -0.001
C -0.770112 -1.557876 1.270007 -2.573 -1.789 -3.910 -0.010
C -1.914864 -0.751861 0.827055 1.442 -3.684 -2.285 -0.002
H -0.336702 -1.537423 2.206624 0.657 0.031 1.537 -0.001
C -2.162523 -1.045254 -0.596207 2.326 -3.141 2.958 0.003
C -1.145148 -2.029712 -1.024813 -1.733 0.003 3.918 -0.006
H -0.992664 -2.367242 -1.991965 0.168 -0.675 -1.748 0.004
H 0.547887 -2.950398 0.112984 1.522 -1.190 -0.004 0.000
H -2.449787 -0.087251 1.405210 -0.924 1.240 1.173 0.000
H -2.893492 -0.619517 -1.189693 -1.332 0.794 -1.141 0.000
Pr 0.025400 -0.024937 -0.505455 2.671 -0.843 -3.224 2.033
O 1.528080 -0.516235 -4.037152 1.136 0.446 -0.651 -0.001
C 2.984828 -0.381089 -4.088449 -1.782 0.518 -1.196 0.000
C 2.121823 0.100136 -5.239859 0.587 -0.479 2.640 0.000
H 3.391517 0.350280 -3.409353 0.105 0.088 0.164 0.000
H 3.522066 -1.304098 -4.224867 0.086 -0.225 0.032 0.000
H 1.959126 1.167653 -5.288480 -0.069 0.113 -0.026 0.000
H 2.533410 1.082721 -7.675631 0.006 0.024 -0.071 0.000
C 2.301995 0.024627 -7.701937 -0.118 -0.132 0.828 0.000
C 2.043488 -0.639599 -6.488620 -0.174 -0.781 -1.481 0.000
C 1.727018 -2.006071 -6.529420 0.111 0.559 0.122 0.000
H 1.496327 -2.514467 -5.602432 0.006 -0.045 -0.004 0.000
C 1.682246 -2.681284 -7.739489 0.050 0.086 -0.199 0.000
H 1.430033 -3.734320 -7.755417 0.006 0.025 0.001 0.000
C 1.952510 -2.013949 -8.931737 0.002 0.137 0.288 0.000
H 1.915348 -2.544143 -9.874136 -0.001 0.007 0.011 0.000
C 2.261049 -0.655638 -8.902201 -0.027 -0.280 -0.249 0.000
H 2.463950 -0.127168 -9.826225 -0.008 -0.026 0.043 0.000
C -3.831562 0.292984 8.333436 -0.057 0.068 0.101 0.000
C -2.762167 0.509771 7.296003 0.121 -0.093 -0.216 0.000
C -1.981725 1.673313 7.310424 0.086 -0.060 -0.104 0.000
C -0.996399 1.888969 6.347612 0.058 -0.184 -0.246 0.000
C -0.787521 0.925842 5.353517 0.426 0.086 -0.747 0.000
C -1.553922 -0.235834 5.335213 0.187 0.036 -0.186 0.000
C -2.533641 -0.441940 6.298102 -0.020 0.132 0.158 0.000
S 0.504973 1.173631 4.022121 0.046 -1.744 -3.445 0.000
O 0.617751 2.590414 3.667246 -1.351 -0.775 0.552 0.000
O 1.799207 0.678556 4.459107 -0.794 -0.614 0.460 0.000
O 0.000305 0.251896 2.683081 0.771 1.978 6.953 -0.001
H -3.376294 0.287851 9.337936 -0.321 0.037 -0.287 0.000
H -4.571661 1.108482 8.273529 0.208 -0.323 0.195 0.000
H -4.351611 -0.664011 8.177065 0.174 0.338 0.080 0.000
H -2.148548 2.430589 8.085362 0.055 -0.305 -0.292 0.000
H -0.402574 2.799645 6.364788 -0.080 -0.164 -0.087 0.000
H -1.397236 -0.985122 4.563568 0.070 0.223 0.036 0.000
H -3.129946 -1.359670 6.262359 0.186 0.353 0.075 0.000
```
Forces are in eV/Å.



No. 2
Entry from the OMol25 dataset: a cluster of 2 separate species, C10H16 in total in a non-equilibrium geometry (ωB97M-V/def2-TZVPD).

Output
SMILES string: CCc1ccccc1.CC
HOMO energy in Eh: -0.328
HOMO-LUMO gap in eV: 9.96
Net charge: 0
Energy relative to the best compared isomer or geometry (same formula, charge and spin) in kJ/mol: 99.6

Structure (XYZ):
```
26
Properties=species:S:1:pos:R:3:forces:R:3:mulliken_charge:R:1
C 1.049184 -0.974582 3.029528 -0.723 1.036 -0.216 -1.102
C 1.087888 -1.233912 1.510249 -0.098 -0.898 -0.532 -0.500
C -0.151576 -0.849172 0.704221 0.832 -0.148 -0.430 0.645
C -0.946720 0.232880 1.040561 0.631 0.063 0.893 -0.332
C -2.067523 0.605767 0.333675 -0.566 0.216 0.820 -0.682
C -2.450785 -0.170247 -0.736761 0.168 0.782 -0.754 -0.398
C -1.651130 -1.244105 -1.098862 -0.246 0.080 -1.383 -0.453
C -0.458466 -1.542111 -0.477853 -0.739 0.300 0.606 -0.389
H 1.961799 -0.553149 3.404863 0.653 -0.085 0.187 0.294
H 0.799613 -1.882737 3.568643 0.174 -0.122 0.040 0.313
H 0.282372 -0.237881 3.342095 0.276 -0.360 -0.402 0.320
H 2.002801 -0.958549 0.930705 -0.501 0.463 0.844 0.364
H 1.132091 -2.321819 1.443097 0.005 -0.131 -0.222 0.299
H -0.621540 0.850852 1.872767 -0.214 -0.115 0.049 0.233
H -2.658458 1.438221 0.746797 0.302 -0.243 -0.729 0.335
H -3.140593 0.245583 -1.472999 -0.475 -0.580 0.487 0.345
H -1.916183 -1.752873 -2.029040 0.165 -0.004 0.256 0.315
H 0.186529 -2.232326 -1.000066 0.263 -0.381 0.556 0.378
C 0.907484 2.125833 -1.411108 -1.026 1.212 -0.185 -0.916
C 0.987950 0.907077 -2.341892 0.302 1.243 -0.022 -0.564
H -0.107703 2.589727 -1.389707 0.521 -0.563 0.119 0.240
H 1.226817 1.975681 -0.389631 -0.131 -0.475 0.328 0.255
H 1.535767 2.968309 -1.752224 0.035 -0.540 -0.217 0.361
H 1.979214 0.469662 -2.136427 -0.591 -0.401 -0.671 0.174
H 0.885229 1.322970 -3.343760 0.745 -0.130 -0.325 0.358
H 0.145950 0.220913 -2.346878 0.238 -0.212 0.903 0.104
```
Forces are in eV/Å.



No. 3
Entry from the OMol25 dataset: a structure of composition C20H41AsLiN8O2P (ωB97M-V/def2-TZVPD).

Output
HOMO energy in Eh: -0.495
HOMO-LUMO gap in eV: 7.76
Net charge: +2
Energy relative to the best compared isomer or geometry (same formula, charge and spin) in kJ/mol: 0.0

Structure (XYZ):
```
74
Properties=species:S:1:pos:R:3:forces:R:3:mulliken_charge:R:1
Li 0.214653 -0.817018 -0.368629 -0.072 0.010 -0.037 1.289
N -2.896298 -6.819005 -3.416340 -0.007 -0.017 -0.011 -0.365
C -2.414525 -5.879824 -2.966980 0.018 0.048 0.030 -0.231
C -1.807413 -4.703836 -2.402372 -0.009 -0.034 -0.022 0.582
C -0.539490 -4.770359 -1.835267 0.019 -0.043 0.000 -0.791
C 0.000894 -3.613969 -1.308668 -0.048 0.028 -0.021 -0.364
N -0.628832 -2.434409 -1.315717 0.044 -0.004 0.039 -0.249
C -1.846831 -2.386016 -1.863982 0.034 0.010 0.029 -0.204
C -2.476180 -3.486403 -2.416475 -0.039 0.021 -0.011 -0.793
H 0.006169 -5.702515 -1.806722 0.002 0.005 0.002 0.508
H 0.985749 -3.634594 -0.857209 0.013 0.000 0.002 0.477
H -2.338483 -1.420309 -1.855386 -0.008 -0.004 -0.003 0.438
H -3.463505 -3.400689 -2.847011 0.001 0.004 -0.001 0.520
C -1.481153 -0.734129 2.007771 -0.002 -0.031 0.027 -0.712
N -1.732692 -0.792196 3.433496 0.029 -0.024 0.002 0.134
C -1.374960 -2.128049 3.920716 -0.004 0.009 -0.013 -0.719
N 0.037713 -2.434509 3.654740 0.012 0.038 0.004 0.113
C 0.262443 -2.351938 2.225643 0.016 -0.010 -0.001 -0.926
N -0.054363 -1.012345 1.671776 -0.020 0.057 -0.003 1.293
C 0.764819 -0.021290 2.410058 0.008 0.012 -0.001 -0.543
N 0.547414 -0.065276 3.842045 0.005 -0.025 -0.018 0.191
C -0.877395 0.192853 4.099477 -0.021 0.002 0.007 -0.703
C 0.857262 -1.417887 4.318939 -0.026 -0.007 -0.007 -0.680
H -1.734662 0.259772 1.636071 -0.004 0.018 -0.012 0.096
H -2.102906 -1.470602 1.493273 -0.006 -0.004 0.000 0.172
H -2.002199 -2.872417 3.428447 -0.005 -0.001 -0.005 0.337
H -1.553354 -2.178824 4.994062 0.000 0.002 0.006 0.351
H -0.355912 -3.093315 1.715624 -0.008 -0.006 -0.007 0.304
H 1.315931 -2.573806 2.017826 0.003 -0.003 -0.010 0.132
H 0.542096 0.979483 2.028703 -0.011 -0.031 0.007 0.076
H 1.821849 -0.236464 2.207863 0.004 -0.002 -0.002 -0.061
H -1.130499 1.192005 3.740283 0.004 0.007 -0.004 0.352
H -1.055540 0.155644 5.173463 0.000 -0.002 0.006 0.338
H 0.682835 -1.465416 5.393184 0.003 0.001 0.005 0.358
H 1.913219 -1.631360 4.132541 0.010 0.000 -0.004 0.282
C -3.933513 1.089420 -0.626390 -0.013 0.032 -0.065 -1.070
C -2.976895 1.593579 -1.705800 -0.051 -0.078 0.071 -0.995
As -1.120753 1.461883 -1.099279 -0.022 0.047 -0.023 0.412
C -0.182235 2.138445 -2.702413 0.078 -0.064 -0.020 0.214
C -0.072065 3.643474 -2.916265 -0.059 -0.022 0.062 -1.713
C -1.025105 2.951188 0.188978 -0.012 -0.008 -0.017 -0.196
C -1.960850 4.135572 -0.025339 0.034 0.015 -0.012 -1.381
H -4.970040 1.177044 -0.951371 0.005 0.004 0.000 0.437
H -3.834910 1.656924 0.301000 0.006 -0.011 0.002 0.257
H -3.749839 0.038188 -0.393654 0.001 -0.002 0.031 0.159
H -3.198886 2.623814 -1.982662 0.013 0.026 0.010 0.586
H -3.069897 0.993047 -2.613316 0.040 -0.005 0.000 0.535
H -0.677622 1.670582 -3.556262 -0.042 -0.009 0.031 0.633
H 0.801509 1.657512 -2.649714 -0.026 0.036 -0.032 -0.454
H -1.055005 4.091147 -3.055144 0.013 0.004 -0.017 0.351
H 0.493478 3.882854 -3.823461 0.010 0.014 -0.017 0.502
H 0.390337 4.150588 -2.066250 0.016 -0.002 0.001 0.371
H 0.023433 3.254695 0.212227 -0.005 0.005 0.002 0.409
H -1.225232 2.503296 1.165898 0.017 -0.012 -0.013 0.138
H -1.800895 4.628343 -0.983145 -0.003 -0.008 0.007 0.245
H -1.799749 4.880558 0.754656 0.001 0.000 0.002 0.436
H -3.007874 3.839652 0.025578 -0.005 -0.005 -0.004 0.300
N 4.369991 -1.092401 0.532688 0.017 -0.008 -0.025 -0.102
C 4.347793 0.406838 0.387723 -0.045 0.028 0.014 -0.983
P 2.886677 0.881670 -0.656837 0.065 0.098 0.021 1.708
O 2.351639 2.173965 -0.149016 -0.007 -0.035 -0.027 -0.943
O 2.110977 -0.408019 -0.711760 0.005 -0.018 -0.023 -1.050
C 3.493619 1.342142 -2.361471 0.009 -0.070 0.006 -1.197
N 3.139393 2.790771 -2.561422 -0.070 0.009 0.019 -0.127
H 4.579260 -1.394782 1.485120 0.000 0.017 -0.007 0.376
H 5.049573 -1.534052 -0.087860 -0.009 0.000 0.012 0.393
H 3.420527 -1.410243 0.251053 0.001 0.011 0.002 0.060
H 5.314834 0.759373 0.038554 0.006 -0.007 -0.003 0.533
H 4.156439 0.841678 1.368387 0.017 -0.007 -0.003 0.341
H 2.995686 0.738365 -3.116490 0.002 0.004 -0.004 0.339
H 4.568722 1.224300 -2.478990 0.004 -0.003 -0.004 0.532
H 2.788695 3.112823 -1.626448 0.025 0.011 0.013 0.372
H 2.367564 2.915865 -3.221622 0.056 -0.022 0.012 0.167
H 3.925399 3.358894 -2.874735 -0.004 0.011 0.024 0.402
```
Forces are in eV/Å.